No. 1
{
  "formula": "C4H6N2O",
  "method": "the ωB97M-V functional and the def2-TZVPD basis",
  "smiles": "c1cn[nH]c1.C=O",
  "homo_energy_ev": -9.49,
  "homo_lumo_gap_ev": 10.5,
  "lumo_ev": 1.00,
  "fmax_ev_per_a": 0.519,
  "de_lowest_kcal_mol": 47.9,
  "species": ["C", "O", "C", "N", "N", "C", "C", "H", "H", "H", "H", "H", "H"],
  "positions_angstrom": [[1.25, -2.53, -0.64], [1.10, -2.65, 0.55], [0.47, 0.61, -0.13], [-0.48, 0.66, -1.05], [-1.51, 1.24, -0.43], [-1.24, 1.56, 0.86], [0.05, 1.16, 1.10], [2.24, -2.67, -1.12], [0.42, -2.25, -1.32], [1.44, 0.19, -0.38], [-2.37, 1.40, -0.93], [-1.98, 2.03, 1.50], [0.61, 1.24, 2.02]]
}

---

No. 2
{
  "formula": "C4H6N2O",
  "method": "the ωB97M-V functional and the def2-TZVPD basis",
  "homo_energy_ev": [-8.06, -8.06],
  "homo_lumo_gap_ev": [8.6, 8.6],
  "lumo_ev": [0.52, 0.52],
  "fmax_ev_per_a": 3.803,
  "de_lowest_kcal_mol": 150.9,
  "species": ["C", "C", "C", "C", "N", "N", "O", "H", "H", "H", "H", "H", "H"],
  "positions_angstrom": [[-2.43, 0.94, -0.72], [-1.38, 0.50, -0.28], [-0.14, 0.07, 0.37], [0.17, -1.35, -0.10], [1.80, 1.26, -0.76], [1.72, 0.65, 0.27], [-0.21, 0.36, 1.72], [0.00, -0.29, 2.34], [-3.17, 1.37, -1.32], [-0.57, -2.16, 0.39], [1.27, -1.76, 0.20], [0.16, -1.23, -1.24], [2.78, 1.64, -0.88]]
}

---

No. 3
{
  "formula": "C4H6N2O",
  "method": "the ωB97M-V functional and the def2-TZVPD basis",
  "homo_energy_ev": -8.05,
  "homo_lumo_gap_ev": 8.7,
  "lumo_ev": 0.64,
  "fmax_ev_per_a": 0.407,
  "de_lowest_kcal_mol": 99.1,
  "species": ["N", "C", "C", "O", "N", "C", "C", "H", "H", "H", "H", "H", "H"],
  "positions_angstrom": [[1.25, 0.83, 1.26], [0.48, -0.01, 0.39], [-0.69, 0.53, -0.19], [-1.29, 1.69, 0.08], [-1.10, -0.33, -1.12], [-0.21, -1.41, -1.19], [0.87, -1.28, -0.33], [2.20, 0.89, 0.91], [1.30, 0.47, 2.21], [-0.69, 2.14, 0.70], [-1.94, -0.20, -1.67], [-0.44, -2.20, -1.90], [0.26, -1.13, 0.85]]
}

---

No. 4
{
  "formula": "C4H6N2O",
  "method": "the ωB97M-V functional and the def2-TZVPD basis",
  "smiles": "Nc1ccc(O)[nH]1",
  "homo_energy_ev": -7.02,
  "homo_lumo_gap_ev": 7.9,
  "lumo_ev": 0.87,
  "fmax_ev_per_a": 0.390,
  "de_lowest_kcal_mol": 23.7,
  "species": ["N", "C", "C", "C", "C", "O", "N", "H", "H", "H", "H", "H", "H"],
  "positions_angstrom": [[-2.31, -0.20, -0.23], [-0.92, 0.06, -0.21], [-0.20, 1.20, -0.39], [1.18, 0.88, -0.12], [1.23, -0.45, 0.13], [2.25, -1.30, 0.43], [-0.04, -0.97, 0.06], [-2.54, -0.87, 0.50], [-2.80, 0.65, -0.01], [-0.61, 2.17, -0.64], [1.98, 1.57, 0.04], [3.06, -0.81, 0.25], [-0.28, -1.94, 0.19]]
}